Entry 1:
ORCA calculation (ωB97M-V with the def2-TZVPD basis set) on a molecular structure, C33H73N7O31S6 in a non-equilibrium geometry.

Cartesian coordinates (Å):
C: -0.3739 -5.2200 1.4968
C: 0.1778 -3.7434 1.6884
O: 1.1791 -3.8386 2.6849
S: 0.7982 -5.0335 3.7160
O: 0.1377 -4.5204 4.8566
O: 1.9931 -5.7165 3.9116
O: -0.1529 -5.7934 2.7829
H: 0.0395 -5.9350 0.7717
H: -1.4564 -5.1160 1.4471
H: -0.6249 -3.0238 1.9279
H: 0.6639 -3.4464 0.7370
C: -4.5295 1.1428 -1.7238
C: -3.3017 0.6346 -2.4122
O: -3.3992 1.2854 -3.7151
S: -3.9081 2.7555 -3.5271
O: -4.7996 3.0625 -4.5542
O: -2.7943 3.6747 -3.3596
O: -4.6084 2.5648 -2.1508
H: -4.4526 1.2286 -0.6484
H: -5.4474 0.6144 -2.0418
H: -3.0415 -0.4257 -2.5999
H: -2.4307 0.9939 -1.8178
C: 2.0874 1.0685 3.1424
C: 1.8054 0.0153 4.1688
O: 0.7904 0.6940 4.9890
S: 1.4742 2.0658 5.3633
O: 2.4792 1.7994 6.3589
O: 0.5326 3.1190 5.5244
O: 2.3192 2.2348 3.9462
H: 1.2900 1.2097 2.4412
H: 2.9692 0.7423 2.5399
H: 2.7333 -0.2245 4.7472
H: 1.3248 -0.8672 3.7572
C: 0.5054 1.5523 -1.9624
C: 0.8571 0.2736 -2.7570
O: 1.0284 -0.7026 -1.6877
S: 0.1728 -0.3634 -0.3877
O: 1.0389 -0.4052 0.7008
O: -1.0401 -1.0483 -0.2975
O: -0.2837 1.1054 -0.9292
H: -0.0984 2.2835 -2.4295
H: 1.4028 2.1059 -1.7248
H: 1.6874 0.2313 -3.4681
H: -0.0802 -0.0686 -3.2702
C: -0.4764 5.4136 -3.7219
C: -0.3481 5.1903 -2.2716
O: 1.0449 5.5302 -2.0374
S: 1.9269 5.1544 -3.2514
O: 2.6630 3.9205 -3.1056
O: 2.7606 6.1938 -3.6339
O: 0.7279 4.9411 -4.3029
H: -0.5932 6.4825 -3.9584
H: -1.3866 4.9283 -4.1434
H: -0.4177 4.1658 -2.0313
H: -0.9931 5.8322 -1.6282
C: -0.5432 -4.7429 -1.8030
C: -0.3147 -5.3388 -3.2253
O: -1.2355 -4.6877 -4.0984
S: -1.6236 -3.2337 -3.5218
O: -3.0605 -3.2157 -3.3244
O: -1.0274 -2.1471 -4.2204
O: -0.8000 -3.3872 -2.1301
H: 0.3029 -4.6618 -1.1661
H: -1.3762 -5.2386 -1.2639
H: -0.5378 -6.4090 -3.2519
H: 0.7196 -5.1607 -3.5980
C: -3.4608 -3.7973 6.3738
C: -2.6355 -2.6029 6.6876
O: -3.1402 -1.4921 6.7851
N: -1.2637 -2.7668 6.7913
C: -0.4934 -1.5663 7.1363
H: -2.8593 -4.7043 6.1380
H: -4.0851 -3.5481 5.5838
H: -4.0461 -4.0173 7.2798
H: -0.7912 -3.6538 6.7830
H: -0.7132 -0.8700 6.3445
H: 0.5966 -1.8175 7.0746
H: -0.7727 -1.1949 8.1156
C: 4.0699 3.6409 -6.2306
C: 2.8324 2.7764 -5.9456
O: 2.9302 1.6406 -5.4475
N: 1.6858 3.2475 -6.4789
C: 0.3981 2.5151 -6.4535
H: 3.8148 4.6747 -6.5205
H: 4.5686 3.2508 -7.1438
H: 4.8049 3.5638 -5.4039
H: 1.6236 4.2065 -6.8507
H: 0.5740 1.4522 -6.5895
H: -0.2472 2.8141 -7.2854
H: -0.2121 2.6128 -5.5991
C: 3.6640 -2.3718 -3.0214
C: 3.5877 -2.9111 -1.6074
O: 2.7253 -3.7639 -1.3240
N: 4.4886 -2.4363 -0.7093
C: 4.6405 -3.0836 0.6673
H: 3.9998 -3.0871 -3.7576
H: 4.2652 -1.5060 -3.1619
H: 2.6124 -2.1728 -3.2778
H: 5.2285 -1.8526 -1.0303
H: 4.5489 -4.1854 0.5885
H: 3.8796 -2.7354 1.3608
H: 5.5394 -2.7540 1.0897
C: -1.1256 4.6375 1.2291
C: 0.2935 4.3025 1.0803
O: 0.6660 3.1299 0.9074
N: 1.1980 5.2700 1.1466
C: 2.6083 4.9907 1.0125
H: -1.4448 4.8630 2.2702
H: -1.7055 3.8203 0.8456
H: -1.3805 5.5129 0.6301
H: 0.8328 6.1933 1.4224
H: 2.6305 4.1331 0.3185
H: 3.1419 4.7793 1.9367
H: 3.0544 5.8888 0.5822
C: 5.6769 1.5266 -3.4298
C: 5.1867 1.0519 -2.0908
O: 5.6272 -0.0086 -1.6496
N: 4.3147 1.8106 -1.4448
C: 3.7291 1.4383 -0.1692
H: 6.3536 2.3278 -3.2607
H: 4.8359 1.9179 -3.9941
H: 6.1104 0.6916 -4.0303
H: 4.0016 2.6283 -1.8566
H: 3.4528 0.3929 -0.1575
H: 2.7809 1.9364 0.0383
H: 4.3623 1.6535 0.6947
C: -5.4743 -3.2026 2.7554
C: -4.6105 -3.6153 1.6002
O: -3.4569 -3.3063 1.5043
N: -5.2480 -4.3904 0.6655
C: -4.5431 -5.1642 -0.3465
H: -6.4932 -2.8162 2.4277
H: -5.0437 -2.3572 3.3134
H: -5.7336 -4.0281 3.3894
H: -6.2215 -4.5924 0.8182
H: -3.6679 -4.6205 -0.6457
H: -5.2185 -5.2691 -1.1835
H: -4.1945 -6.1199 0.0213
C: -3.7947 2.1949 4.6759
C: -3.4894 1.4691 3.4525
O: -3.7107 1.9128 2.3178
N: -2.8768 0.2674 3.5438
C: -2.4210 -0.4298 2.3746
H: -3.3493 1.7640 5.6195
H: -4.8322 2.3258 4.8320
H: -3.5036 3.1910 4.5770
H: -2.7992 -0.2075 4.4239
H: -3.2626 -0.5161 1.7006
H: -2.1342 -1.4453 2.6722
H: -1.5560 0.0682 1.9525

Forces on atoms 1 to 2 (eV/Å):
-0.682 1.345 0.841
0.078 -0.666 -2.151

**Total charge**: 0
**E**: -6406.02938 hartree
**Molar mass**: 1256.367 g/mol
**Orbital gap**: 9.5 eV
**Lowest unoccupied orbital energy**: 0.233 eV
**HOMO**: -9.239 eV
**Relative energy (zero: lowest compared OMol25 entry of this formula, charge and spin)**: 0.0 kcal per mole
**F_max**: 0.0723 Eh/bohr

Atomic partial charges in e from the Mulliken method, atoms 1 to 8:
1 C 0.1720
2 C 1.9056
3 O -0.1991
4 S 0.7715
5 O -0.4443
6 O -0.5991
7 O -0.3928
8 H 0.2541

=====

Entry 2:
ORCA calculation (ωB97M-V with the def2-TZVPD basis set) on a molecular structure, C18H29N7O5SV in a non-equilibrium geometry.

Cartesian coordinates (Å):
V: 0.3004 0.9930 -0.7600
C: 5.2647 -0.5512 1.0029
N: 4.3286 -0.3569 -0.0976
C: 4.8979 -0.3492 -1.4422
C: 3.0178 -0.2249 0.0725
O: 2.2304 -0.0743 -0.8725
C: 2.4309 -0.2386 1.4752
O: 1.0260 -0.2286 1.3846
C: 0.3685 -1.4727 1.4775
C: -0.5598 -1.6742 0.2968
O: -0.5853 -0.8426 -0.6266
N: -1.3153 -2.7605 0.2759
C: -2.2243 -3.0081 -0.8446
C: -1.2901 -3.7397 1.3613
H: 6.1187 0.1093 0.8596
H: 5.6212 -1.5818 1.0347
H: 4.8166 -0.3021 1.9590
H: 5.6972 0.3897 -1.4879
H: 4.1253 -0.0993 -2.1600
H: 5.3084 -1.3322 -1.6767
H: 2.7262 0.6751 1.9953
H: 2.7825 -1.0906 2.0590
H: -0.2144 -1.5039 2.4008
H: 1.0822 -2.3019 1.5065
H: -2.1056 -2.2280 -1.5886
H: -3.2534 -3.0154 -0.4845
H: -1.9975 -3.9760 -1.2895
H: -1.5134 -3.2755 2.3211
H: -0.3325 -4.2586 1.4150
H: -2.0588 -4.4806 1.1619
N: -0.4758 4.7669 1.1805
C: -0.4068 3.7039 0.3312
S: 1.1817 2.9384 0.1564
N: -1.5071 3.3169 -0.2305
N: -1.2821 2.1709 -1.0039
C: -2.1830 1.8927 -1.8687
C: -1.9923 0.8968 -2.9064
C: -3.0971 0.4808 -3.6618
C: -2.9435 -0.3780 -4.7264
C: -1.6569 -0.8001 -5.0760
C: -0.5514 -0.3843 -4.3635
C: -0.7077 0.4538 -3.2610
O: 0.3873 0.8262 -2.5657
H: 0.3764 5.2406 1.4181
H: -1.3183 5.3171 1.1461
H: -3.0900 2.4934 -1.8571
H: -4.0801 0.8533 -3.3970
H: -3.8015 -0.7005 -5.2995
H: -1.5230 -1.4571 -5.9262
H: 0.4490 -0.6955 -4.6326
C: -0.2649 2.1288 3.6986
N: -1.3169 1.1268 3.7619
C: -1.8675 0.5998 2.6417
N: -2.9092 -0.2937 2.8392
O: -1.4499 0.8262 1.5128
H: -0.6521 3.1286 3.8952
H: 0.1613 2.1157 2.6999
H: 0.5152 1.8982 4.4234
H: -1.7701 0.9611 4.6435
H: -3.4465 -0.2202 3.6890
H: -3.4703 -0.4074 2.0098

Forces on atoms 1 to 2 (eV/Å):
1.354 -1.086 0.278
-0.017 0.022 -0.090

**Total charge**: +1
**E**: -2804.94486 hartree
**Molar mass**: 506.485 g/mol
**Orbital gap (spin up / spin down)**: 8.2 / 8.3 eV
**Lowest unoccupied orbital energy (spin up / spin down)**: -2.073 / -2.037 eV
**Multiplicity**: 3
**HOMO (spin up / spin down)**: -10.308 / -10.346 eV
**Relative energy (zero: lowest compared OMol25 entry of this formula, charge and spin)**: 3.5 kcal per mole
**F_max**: 0.0342 Eh/bohr

Atomic partial charges in e from the Mulliken method, atoms 1 to 8:
1 V 0.7653
2 C -1.0236
3 N 0.1239
4 C -1.0453
5 C 1.1657
6 O -0.6721
7 C -1.4495
8 O -0.5220

=====

Entry 3:
ORCA calculation (ωB97M-V with the def2-TZVPD basis set) on a molecular structure, C31H32IN3O13S2Ta in a non-equilibrium geometry.

Cartesian coordinates (Å):
Ta: -0.5426 -0.5262 1.2944
C: 1.3312 4.5323 0.9013
O: 1.4852 3.1390 0.7360
C: 2.5497 2.6280 1.4969
C: 2.6392 1.1382 1.2959
O: 1.7183 0.3794 2.1190
C: 2.3172 0.1466 3.3999
C: 1.2990 -0.3765 4.3514
O: 0.7020 -1.4892 3.7246
C: 0.1895 -2.4300 4.6740
H: 2.2317 5.0747 0.5915
H: 1.1142 4.7852 1.9461
H: 0.4947 4.8433 0.2793
H: 2.4242 2.8761 2.5609
H: 3.4983 3.0743 1.1667
H: 3.6443 0.7860 1.5398
H: 2.4318 0.8921 0.2643
H: 2.7307 1.0799 3.7883
H: 3.1281 -0.5774 3.2732
H: 0.5407 0.3804 4.5811
H: 1.7904 -0.6716 5.2827
H: 1.0241 -2.8555 5.2356
H: -0.3178 -3.2162 4.1300
H: -0.5083 -1.9453 5.3584
I: -2.1611 -0.1758 3.4903
N: -1.9053 -6.3063 -3.6992
C: -1.5914 -5.6247 -2.5699
C: -2.3202 -4.4790 -2.1998
C: -1.9645 -3.7501 -1.0935
C: -0.8744 -4.1616 -0.3201
C: -0.1932 -5.3438 -0.6242
C: -0.5419 -6.0594 -1.7416
S: -0.4258 -3.3183 1.1122
O: -0.1105 -4.2853 2.1117
O: -1.5298 -2.3268 1.4492
N: 0.7193 -2.1703 1.0024
C: 1.9642 -2.4642 0.4278
S: 2.7335 -4.0040 0.6554
C: 4.0523 -3.4509 -0.2860
C: 3.8392 -2.1715 -0.6673
N: 2.6499 -1.6127 -0.2590
H: -2.6991 -6.0444 -4.2537
H: -1.4351 -7.1612 -3.9321
H: -3.1771 -4.1784 -2.7897
H: -2.5406 -2.8831 -0.8111
H: 0.5843 -5.7116 0.0308
H: -0.0186 -6.9776 -1.9770
H: 4.8964 -4.0875 -0.4950
H: 4.5162 -1.5792 -1.2653
O: -0.8178 -1.2255 -0.8497
C: 0.0021 -0.3372 -1.2113
O: 0.4874 0.3657 -0.2428
C: 0.3823 -0.0825 -2.5901
C: -0.2446 -0.7902 -3.6071
C: 0.0836 -0.5621 -4.9430
C: 1.0504 0.3843 -5.1850
O: 1.5313 0.7838 -6.3831
C: 2.5273 1.7829 -6.1151
O: 2.5786 1.9635 -4.6975
C: 1.6765 1.0912 -4.1656
C: 1.3661 0.8906 -2.8538
H: -0.9973 -1.5235 -3.3481
H: -0.3957 -1.0936 -5.7531
H: 2.2390 2.7158 -6.5944
H: 3.4929 1.4344 -6.4769
H: 1.8347 1.4464 -2.0529
O: -2.0972 0.5903 0.3645
C: -1.7580 1.6886 0.9627
O: -0.6788 1.6184 1.6244
C: -2.5904 2.8766 0.9469
C: -3.6851 2.9386 0.0941
C: -4.5448 4.0354 0.1132
C: -4.2575 5.0240 1.0227
O: -4.9404 6.1708 1.2382
C: -4.3040 6.8217 2.3479
O: -3.1213 6.0800 2.6528
C: -3.1632 4.9597 1.8759
C: -2.3027 3.9034 1.8666
H: -3.8652 2.1189 -0.5881
H: -5.4009 4.1067 -0.5424
H: -4.9777 6.8123 3.2044
H: -4.0368 7.8366 2.0649
H: -1.4548 3.8345 2.5342

Forces on atoms 1 to 2 (eV/Å):
0.548 1.760 -0.362
-0.010 -0.028 0.029

**Total charge**: +1
**E**: -3493.89026 hartree
**Molar mass**: 1026.591 g/mol
**Orbital gap**: 7.3 eV
**Lowest unoccupied orbital energy**: -3.218 eV
**HOMO**: -10.493 eV
**Relative energy (zero: lowest compared OMol25 entry of this formula, charge and spin)**: 25.0 kcal per mole
**F_max**: 0.0365 Eh/bohr

Atomic partial charges in e from the Mulliken method, atoms 1 to 8:
1 Ta 1.3398
2 C -0.9304
3 O 0.0013
4 C -0.7579
5 C -0.4994
6 O 0.5488
7 C -0.7242
8 C -0.9004